ORCA calculation (ωB97M-V with the def2-TZVPD basis set) on the molecule C4H8O3.

Results
**Relative energy (zero: lowest compared OMol25 entry of this formula, charge and spin)**: 46.5 kcal/mol
**HOMO energy**: -9.147 eV
**SMILES string**: OC/C=C(/O)CO
**Frontier orbital gap**: 9.898 eV

The geometry in ORCA input format:
```
! RIJCOSX wB97M-V def2-TZVPD def2/J DEFGRID3
* xyz 0 1
O 1.84944 -1.25500 0.92983
C 1.75201 -0.14881 0.04459
C 0.62270 0.73478 0.48216
C -0.64447 0.58019 0.09339
O -1.67175 1.37559 0.51667
C -1.18943 -0.44021 -0.87589
O -2.37662 -1.02628 -0.39448
H 2.62498 -1.76918 0.67225
H 1.59655 -0.48872 -0.99043
H 2.68305 0.43736 0.04865
H 0.85835 1.51584 1.20546
H -1.35084 1.98141 1.19703
H -1.35875 0.05465 -1.84661
H -0.47192 -1.24904 -1.02346
H -2.92329 -0.30258 -0.05916
*
```

ORCA calculation (ωB97M-V with the def2-TZVPD basis set) on the molecule C12H18BrN3O2.

Results
**Relative energy (zero: lowest compared OMol25 entry of this formula, charge and spin)**: 0.0 kcal/mol
**HOMO energy**: -8.902 eV
**SMILES string**: Cc1nn(CCCNC(=O)[C@@H]2CCCO2)cc1Br
**Frontier orbital gap**: 9.570 eV

The geometry in ORCA input format:
```
! RIJCOSX wB97M-V def2-TZVPD def2/J DEFGRID3
* xyz 0 1
C 3.13669 -3.34037 1.79563
C 2.60012 -2.19439 1.02158
N 2.71722 -0.93860 1.41294
N 2.13253 -0.17800 0.48992
C 2.04450 1.24950 0.64785
C 1.25105 1.64065 1.89990
C -0.09246 0.90199 2.00763
N -0.79686 0.83801 0.74950
C -1.42857 1.89071 0.19760
O -1.65977 2.93604 0.76542
C -1.89053 1.61686 -1.23772
C -3.34655 1.13249 -1.27872
C -3.34385 0.23599 -2.51394
C -1.95300 -0.38700 -2.43421
O -1.10612 0.59699 -1.85099
C 1.62237 -0.91502 -0.51494
C 1.90648 -2.22802 -0.20426
Br 1.43556 -3.74905 -1.21501
H 2.33978 -4.04611 2.02772
H 3.89258 -3.86706 1.21392
H 3.58114 -2.97860 2.71770
H 1.56294 1.64883 -0.24746
H 3.05487 1.66277 0.72151
H 1.06997 2.71460 1.85921
H 1.83841 1.41400 2.78908
H 0.06741 -0.12087 2.35415
H -0.72803 1.42657 2.72473
H -0.56869 0.07989 0.12190
H -1.77568 2.54682 -1.81146
H -4.04679 1.96049 -1.34131
H -3.56748 0.54865 -0.38311
H -4.13179 -0.51268 -2.50085
H -3.43632 0.83831 -3.41809
H -1.53984 -0.65512 -3.40913
H -1.96136 -1.28239 -1.79700
H 1.12007 -0.48689 -1.35969
*
```

ORCA calculation (ωB97M-V with the def2-TZVPD basis set) on the molecule CH2N2O2S2.

Results
**Relative energy (zero: lowest compared OMol25 entry of this formula, charge and spin)**: 25.5 kcal/mol
**HOMO energy (spin up / spin down)**: -4.865 / -10.232 eV
**Frontier orbital gap (spin up / spin down)**: 4.842 / 7.283 eV

The geometry in ORCA input format:
```
! RIJCOSX wB97M-V def2-TZVPD def2/J DEFGRID3
* xyz 0 3
C -0.48509 -0.86857 0.60236
N 1.86485 0.42987 -0.23317
N -1.20278 -1.69611 1.18506
O -0.13663 1.49665 -1.65360
O -0.44656 0.52499 0.74305
S 1.22941 -1.16845 -0.03952
S 0.64044 1.38467 -0.18036
H 0.52253 1.25019 -2.18812
H -1.98615 -1.35325 1.76430
*
```

ORCA calculation (ωB97M-V with the def2-TZVPD basis set) on C39H58B2F4N11O2S3W as an isolated structure.

Results
**Relative energy (zero: lowest compared OMol25 entry of this formula, charge and spin)**: 26.9 kcal/mol
**HOMO energy (spin up / spin down)**: -9.591 / -9.717 eV
**Frontier orbital gap (spin up / spin down)**: 7.184 / 7.511 eV

The geometry in ORCA input format:
```
! RIJCOSX wB97M-V def2-TZVPD def2/J DEFGRID3
* xyz 1 3
W 0.79375 0.14965 -0.83997
C 0.03938 -0.48897 6.97824
C -0.40996 -1.01715 5.61803
C -1.75159 -1.72896 5.80105
C 0.65561 -1.96395 5.05523
N -0.53639 0.12860 4.67089
C -0.00071 1.38765 4.90015
C -0.08538 2.09611 3.76535
N -0.66522 1.28991 2.79818
B -0.81644 1.61480 1.32370
N -2.26442 1.47889 0.89101
C -3.34863 1.92940 1.61914
C -4.46332 1.57326 0.96022
N -4.08247 0.88882 -0.17996
C -2.72631 0.82297 -0.18937
S -1.74843 -0.00812 -1.31686
C -5.02052 0.38480 -1.22426
C -4.87989 -1.13547 -1.33806
C -6.45732 0.71891 -0.83375
C -4.69094 1.09641 -2.54060
N -0.27086 3.01863 1.05507
C -0.89707 4.19060 1.43858
C -0.02386 5.19663 1.28396
N 1.16753 4.66537 0.81544
C 0.98737 3.32688 0.65569
S 2.08930 2.19977 0.02775
C 2.34077 5.55006 0.52129
C 2.41239 6.60327 1.63279
C 3.67200 4.79912 0.50655
C 2.08725 6.18013 -0.85002
C -0.95246 0.07470 3.37008
S -1.73151 -1.16634 2.53844
H 0.04836 -1.31718 7.68342
H -0.65158 0.26763 7.35252
H 1.04652 -0.07287 6.94027
H -1.63102 -2.53057 6.52962
H -2.10516 -2.16237 4.87425
H -2.50732 -1.03177 6.16618
H 0.86547 -2.75900 5.77057
H 1.58293 -1.42201 4.86064
H 0.30883 -2.42238 4.12996
H 0.38652 1.69389 5.85251
H 0.21110 3.11047 3.56838
H -0.10870 0.77830 0.62917
H -3.22949 2.43954 2.55830
H -5.48786 1.74909 1.22456
H -5.03341 -1.59914 -0.36268
H -3.89936 -1.42110 -1.70806
H -5.63517 -1.51915 -2.02324
H -6.75721 0.21198 0.08419
H -7.11257 0.37229 -1.63035
H -6.61021 1.79297 -0.72458
H -3.67091 0.89210 -2.85454
H -4.81487 2.17402 -2.42305
H -5.36614 0.75554 -3.32456
H -1.91384 4.20602 1.78614
H -0.15775 6.24620 1.46092
H 2.39408 6.11699 2.60914
H 1.60185 7.32893 1.57905
H 3.34780 7.15199 1.54908
H 3.77365 4.14384 1.37077
H 4.47968 5.52862 0.53968
H 3.79069 4.21004 -0.39535
H 1.19738 6.81137 -0.83807
H 1.95459 5.39479 -1.59632
H 2.94121 6.79071 -1.14189
N 2.70764 -0.22412 -1.99469
C 2.47326 -0.80397 -3.28253
C 3.01925 -2.04011 -3.58785
C 2.81238 -2.59977 -4.84114
C 2.04336 -1.92058 -5.77792
C 1.49152 -0.69012 -5.45934
C 1.70664 -0.10514 -4.21328
C 1.12340 1.20755 -3.85677
C 1.08025 2.19581 -4.84570
C 0.48895 3.41934 -4.60400
C -0.10804 3.64650 -3.37241
C -0.04673 2.67413 -2.39052
C 0.60744 1.44515 -2.56332
H 3.11307 0.70702 -2.08887
H 3.38844 -0.80038 -1.50324
H 3.63923 -2.54356 -2.85155
H 3.28601 -3.54002 -5.09561
H 1.88324 -2.34745 -6.75948
H 0.88965 -0.16841 -6.19148
H 1.53740 2.00381 -5.80865
H 0.48589 4.18370 -5.36969
H -0.60776 4.58687 -3.17324
H -0.54049 2.88190 -1.44681
N 0.95802 -1.67059 0.70599
C 0.86617 -2.96736 0.02310
C 0.50882 -4.07147 1.03101
C 0.24579 -5.52185 0.56375
C 1.27500 -6.17253 -0.38337
N 1.17280 -5.79312 -1.79176
C 0.09491 -6.02866 -2.53521
N 0.01029 -5.54800 -3.77215
N -0.82280 -6.90986 -2.12804
C -0.05667 -2.73495 -1.18912
O -0.94212 -3.51232 -1.50763
O 0.28011 -1.68736 -1.87594
H 1.79855 -1.63855 1.27450
H 0.15104 -1.59577 1.33739
H 1.85275 -3.18211 -0.39708
H -0.38769 -3.74887 1.56649
H 1.34002 -4.09671 1.74209
H -0.74016 -5.56566 0.10697
H 0.22805 -6.13529 1.46714
H 1.17075 -7.25990 -0.34096
H 2.28472 -5.93214 -0.05244
H 1.82730 -5.11059 -2.14059
H 0.61877 -4.80502 -4.08732
H -0.87599 -5.60575 -4.24379
H -0.83658 -7.21029 -1.17034
H -1.68380 -6.98495 -2.63949
F 3.17360 -0.24787 0.61184
B 4.36601 -1.09819 0.53124
F 5.26216 -0.45895 -0.30949
F 3.90447 -2.28460 -0.11984
F 4.82196 -1.35502 1.79050
*
```

| no. | F_max (eV Å⁻¹) |
| --- | --- |
| 1 | 0.48 |
| 2 | 0.86 |
| 3 | 6.06 |
| 4 | 1.29 |